9 unconnected molecules or ions with the total composition C81H57N5O8 in a non-equilibrium geometry, computed with ωB97M-V/def2-TZVPD.

The geometry in XYZ format:
```
151
Properties=species:S:1:pos:R:3:lowdin_charge:R:1
O 13.09 25.50 19.16 0.09
C 13.83 25.19 20.06 -0.29
C 14.85 26.18 20.61 -0.04
C 14.83 27.57 20.21 0.00
C 15.69 28.44 20.82 -0.08
C 16.50 28.08 21.87 -0.06
C 16.41 26.77 22.41 0.02
C 15.58 25.86 21.75 -0.11
C 15.41 24.52 22.33 -0.27
O 15.88 24.27 23.43 0.10
C 14.57 23.48 21.65 -0.08
C 14.61 22.16 22.09 0.01
C 13.73 21.22 21.53 -0.06
C 12.85 21.56 20.49 -0.06
C 12.91 22.86 19.94 0.01
C 13.81 23.80 20.52 -0.08
H 14.12 27.91 19.52 0.10
H 15.71 29.50 20.42 0.13
H 17.25 28.70 22.37 0.11
H 16.89 26.47 23.34 0.12
H 15.19 22.08 23.00 0.12
H 13.70 20.22 21.91 0.11
H 12.03 20.91 20.30 0.11
H 12.32 23.24 19.12 0.09
O 17.18 22.47 14.83 0.11
C 16.37 23.07 14.17 -0.31
C 15.78 22.57 12.90 -0.09
C 16.21 21.36 12.42 0.02
C 15.76 20.89 11.14 -0.01
C 14.96 21.73 10.36 -0.07
C 14.43 22.87 10.92 -0.02
C 14.81 23.31 12.18 -0.07
C 14.30 24.61 12.68 -0.27
O 13.64 25.35 12.01 0.11
C 14.91 25.10 13.99 -0.04
C 14.31 26.19 14.59 -0.02
C 14.64 26.58 15.85 -0.03
C 15.67 25.88 16.50 -0.03
C 16.22 24.72 15.93 -0.01
C 15.83 24.30 14.71 -0.12
H 16.96 20.86 13.01 0.12
H 16.09 19.92 10.82 0.10
H 14.73 21.42 9.39 0.10
H 13.72 23.54 10.44 0.10
H 13.51 26.63 14.09 0.09
H 13.99 27.27 16.36 0.11
H 16.05 26.17 17.43 0.08
H 16.92 24.20 16.59 0.13
O 8.03 26.86 18.28 0.08
C 7.70 26.20 17.30 -0.28
C 8.09 24.78 17.23 -0.13
C 8.87 24.33 18.31 0.01
C 9.43 23.09 18.21 -0.06
C 9.16 22.25 17.13 -0.05
C 8.34 22.71 16.11 0.01
C 7.90 24.03 16.14 -0.10
C 7.28 24.67 14.90 -0.23
O 7.18 24.07 13.84 0.09
C 6.95 26.15 14.94 -0.09
C 6.76 26.88 13.78 0.00
C 6.59 28.28 13.84 -0.06
C 6.60 28.97 15.04 -0.03
C 6.86 28.19 16.23 0.02
C 7.10 26.84 16.12 -0.12
H 9.06 25.06 19.10 0.13
H 10.01 22.79 19.06 0.09
H 9.48 21.23 17.10 0.11
H 8.09 22.21 15.22 0.11
H 6.89 26.38 12.83 0.11
H 6.48 28.85 12.89 0.12
H 6.59 30.04 15.10 0.10
H 6.97 28.74 17.14 0.11
O 11.15 15.07 9.10 0.12
C 11.58 14.85 10.19 -0.32
C 11.49 15.83 11.21 -0.11
C 10.75 16.95 10.98 0.00
C 10.64 17.97 11.89 -0.03
C 11.06 17.72 13.19 -0.06
C 11.81 16.60 13.49 0.00
C 12.05 15.61 12.51 -0.04
C 12.98 14.43 12.73 -0.23
O 13.65 14.28 13.75 0.08
C 13.03 13.35 11.65 -0.10
C 13.74 12.19 11.81 0.01
C 13.67 11.23 10.75 -0.08
C 12.91 11.37 9.64 -0.06
C 12.18 12.58 9.50 0.02
C 12.31 13.56 10.47 -0.08
H 10.36 16.98 9.98 0.12
H 10.16 18.93 11.69 0.11
H 10.86 18.36 14.03 0.10
H 12.39 16.43 14.37 0.10
H 14.25 11.86 12.72 0.13
H 14.32 10.36 10.83 0.11
H 12.89 10.67 8.83 0.10
H 11.54 12.74 8.68 0.10
C 9.51 21.69 10.25 -0.11
C 9.36 20.95 9.09 -0.06
C 10.51 20.27 8.62 -0.15
N 11.70 20.39 9.21 0.07
C 11.77 21.05 10.39 -0.15
C 10.72 21.78 10.87 -0.10
H 8.59 22.30 10.52 0.13
H 8.43 20.79 8.58 0.09
H 10.48 19.57 7.77 0.10
H 12.64 20.96 10.97 0.07
H 10.78 22.29 11.82 0.10
C 17.39 19.90 17.16 -0.10
C 16.95 18.65 16.84 -0.07
C 15.79 18.12 17.53 -0.12
N 15.11 18.90 18.42 0.05
C 15.59 20.15 18.69 -0.16
C 16.72 20.69 18.08 -0.07
H 18.31 20.17 16.70 0.10
H 17.46 18.07 16.08 0.10
H 15.46 17.07 17.26 0.12
H 15.09 20.78 19.43 0.07
H 17.09 21.62 18.42 0.10
C 11.26 25.35 9.93 -0.06
C 10.97 26.48 10.69 -0.09
C 9.71 27.05 10.67 -0.16
N 8.72 26.55 9.92 0.04
C 8.93 25.46 9.18 -0.13
C 10.20 24.80 9.20 -0.07
H 12.34 24.95 9.91 0.11
H 11.69 27.05 11.21 0.08
H 9.57 27.98 11.10 0.08
H 8.08 25.21 8.54 0.10
H 10.36 23.89 8.65 0.09
C 10.86 26.14 15.91 -0.11
C 11.00 26.92 17.01 -0.09
C 10.99 28.27 16.78 -0.15
N 10.80 28.84 15.57 0.07
C 10.62 28.06 14.52 -0.15
C 10.69 26.67 14.66 -0.07
H 10.77 25.03 16.03 0.10
H 11.23 26.54 18.02 0.11
H 11.26 28.97 17.58 0.11
H 10.47 28.54 13.54 0.10
H 10.52 25.99 13.81 0.11
C 13.64 22.18 16.47 -0.05
C 13.81 20.94 15.89 -0.05
C 12.97 20.60 14.87 -0.19
N 12.13 21.40 14.30 0.08
C 11.99 22.65 14.83 -0.12
C 12.66 23.01 15.97 -0.08
H 14.26 22.52 17.32 0.11
H 14.51 20.13 16.14 0.09
H 12.98 19.56 14.50 0.11
H 11.44 23.39 14.23 0.11
H 12.60 23.98 16.33 0.07
```

Orbital gap ... 8.0818 eV
Lowest unoccupied orbital energy ... -1.3 eV
HOMO ... -9.4 eV
Net charge ... 0
Structure (SMILES) ... O=C1c2ccccc2C(=O)c2ccccc21.O=C1c2ccccc2C(=O)c2ccccc21.O=C1c2ccccc2C(=O)c2ccccc21.O=C1c2ccccc2C(=O)c2ccccc21.c1ccncc1.c1ccncc1.c1ccncc1.c1ccncc1.c1ccncc1
Strongest force on any atom ... 4.03 eV/A